DFT (ωB97M-V/def2-TZVPD) results for a cluster of 10 separate species, C60H150N10O20 in total.

```
240
Properties=species:S:1:pos:R:3:forces:R:3:mulliken_charge:R:1
C 26.81594 13.68501 -14.40243 -1.73 -0.26 0.71 -0.82
O 27.50116 13.55496 -15.59765 0.11 -0.12 -0.12 -0.30
C 28.53462 12.56025 -15.55475 0.27 2.06 -0.40 -0.44
C 29.09594 12.54774 -16.97103 0.15 -1.10 0.25 -0.45
N 30.50961 12.13210 -16.95526 -0.75 -0.96 -0.78 -0.37
C 31.08028 11.84789 -18.28099 1.38 2.34 -0.33 -0.86
C 31.21675 13.14445 -19.19167 -0.26 -0.80 -0.30 -0.51
O 31.65172 14.26341 -18.45604 -0.12 1.18 0.26 -0.31
C 32.51133 15.19173 -19.14123 0.99 -1.31 -0.29 -0.81
H 27.39908 13.70972 -13.48186 0.48 -0.02 -0.13 0.31
H 26.05132 12.91473 -14.30175 0.23 -0.89 0.19 0.31
H 26.12552 14.52791 -14.37194 0.64 0.74 -0.52 0.29
H 28.17959 11.59711 -15.18810 0.04 -0.03 -0.02 0.31
H 29.30647 12.99930 -14.92262 0.22 -0.49 0.55 0.30
H 28.94523 13.52311 -17.43368 -0.13 0.10 0.04 0.30
H 28.47362 11.80178 -17.46534 0.32 0.02 -0.69 0.25
H 31.03229 12.87395 -16.51191 0.29 0.02 -0.15 0.34
H 30.67013 11.03884 -18.88540 -0.79 0.10 0.43 0.36
H 32.13268 11.57163 -18.21596 0.05 -0.29 0.85 0.37
H 30.28015 13.34002 -19.71381 -0.23 0.31 0.02 0.29
H 31.96012 12.93418 -19.96063 0.11 -0.24 -0.23 0.50
H 32.22170 15.67620 -20.07371 -1.28 0.00 0.13 0.33
H 33.35389 14.60015 -19.49930 0.51 -0.08 0.14 0.32
H 32.92157 15.96143 -18.48750 -0.49 -0.27 0.38 0.27
C 4.55552 -1.21799 -18.43159 0.48 0.64 -1.34 -0.58
O 4.20727 0.05197 -17.99759 0.25 0.64 0.77 -0.34
C 3.00024 0.19904 -17.33097 -0.57 2.40 0.77 -0.69
C 1.85758 0.93577 -18.11989 1.55 -3.19 0.30 -0.57
N 1.17760 -0.00839 -19.05643 -0.87 2.17 0.50 -0.31
C -0.00544 0.79514 -19.43431 -1.30 -0.75 -1.02 -0.53
C -0.89476 0.19843 -20.58416 0.36 -0.77 1.38 -0.72
O -0.46382 0.42315 -21.89941 0.67 0.50 -0.46 -0.38
C 0.57738 -0.48713 -22.28704 -0.91 -0.06 0.39 -0.59
H 4.42078 -2.07928 -17.77729 -0.50 0.22 0.33 0.30
H 5.62653 -1.08893 -18.58778 0.02 -0.61 -0.51 0.22
H 3.99050 -1.26076 -19.36273 0.39 -1.39 -0.40 0.20
H 3.24639 1.00592 -16.64071 -0.04 -0.12 0.80 0.32
H 2.76915 -0.68520 -16.73699 -0.58 -0.12 -0.33 0.45
H 2.33557 1.80822 -18.56536 -0.15 0.11 -0.37 0.33
H 1.12337 1.27229 -17.38792 0.01 -0.07 0.00 0.40
H 1.72733 -0.18612 -19.88486 0.34 0.19 0.13 0.16
H 0.19820 1.84958 -19.62083 0.53 0.18 -0.77 0.35
H -0.60018 0.92691 -18.53042 -0.40 -0.66 0.09 0.44
H -1.94890 0.42756 -20.42797 0.06 1.09 -0.48 0.43
H -0.98697 -0.87995 -20.45489 0.56 -0.48 0.34 0.38
H 1.48956 -0.38119 -21.69984 0.04 0.19 -0.06 0.16
H 0.82984 -0.38329 -23.34230 -0.28 0.28 0.10 0.27
H 0.16272 -1.47783 -22.10084 0.34 -0.38 -0.18 0.31
C 11.55752 -6.21949 -4.90490 -0.13 -0.50 -0.92 -0.71
O 10.81848 -6.48914 -6.14832 -0.21 1.34 1.00 -0.41
C 10.20807 -7.72485 -6.44275 -2.81 -1.08 3.43 -0.31
C 10.78377 -8.50237 -7.55893 1.23 -2.08 -1.69 -0.81
N 11.93498 -7.74954 -8.04884 -0.50 0.14 0.11 -0.59
C 11.59254 -6.77797 -9.05125 1.08 0.89 -1.61 -0.53
C 12.89578 -6.21136 -9.76764 -0.65 0.05 1.66 -0.72
O 13.71992 -5.44829 -8.82458 -0.71 0.07 -0.54 -0.34
C 13.24615 -4.18382 -8.35706 -0.52 -0.83 0.27 -0.66
H 12.55893 -6.62876 -5.03824 -0.02 -0.22 0.34 0.32
H 11.06793 -6.54954 -3.98868 -0.18 -0.65 -0.30 0.33
H 11.67109 -5.14798 -4.74039 -0.25 0.10 -0.74 0.25
H 9.12488 -7.63395 -6.52367 -0.12 0.89 -0.56 0.37
H 10.19396 -8.39034 -5.57961 0.59 0.13 0.58 0.35
H 10.04821 -8.81943 -8.29821 -0.10 0.32 -0.24 0.32
H 11.24771 -9.42252 -7.20372 -0.41 -0.23 0.28 0.31
H 11.67275 -7.14038 -7.28709 3.41 1.20 0.47 0.67
H 11.11850 -5.92544 -8.56487 -0.23 0.39 -0.17 0.23
H 10.84075 -7.17887 -9.73109 0.26 0.01 -0.60 0.48
H 12.61187 -5.62817 -10.64365 0.04 0.33 -0.01 0.35
H 13.57719 -7.00665 -10.06976 -0.29 -0.11 0.01 0.31
H 13.08310 -3.44348 -9.14027 0.51 0.09 -0.20 0.31
H 13.91275 -3.86643 -7.55518 0.45 0.20 -0.52 0.27
H 12.29376 -4.23245 -7.82915 -0.44 -0.45 -0.06 0.21
C 4.74096 16.19222 -18.68589 0.37 -1.15 -0.62 -0.73
O 4.18197 14.86821 -18.64533 -1.35 0.89 -1.86 -0.35
C 4.69230 13.94453 -17.73175 -0.27 0.07 0.56 -0.41
C 4.12479 12.47771 -17.91817 -0.09 1.51 -0.22 -0.61
N 5.00783 11.46770 -17.33971 -0.43 -0.01 -0.01 -0.37
C 4.39902 10.10462 -17.20436 0.04 0.65 -0.73 -0.57
C 5.38807 8.96827 -17.38649 0.21 1.85 1.21 -0.69
O 5.83054 9.10996 -18.74001 -0.39 -0.13 0.63 -0.29
C 6.92411 8.30797 -19.09040 0.20 -0.80 0.43 -0.75
H 4.05087 16.89298 -19.15579 -0.55 -0.21 0.60 0.26
H 5.55200 16.20173 -19.41405 0.57 -0.19 0.16 0.28
H 5.12490 16.53619 -17.72549 -0.26 0.04 0.14 0.32
H 4.30084 14.35560 -16.80123 0.83 -0.54 0.88 0.25
H 5.77406 14.01771 -17.84378 0.34 -0.62 0.63 0.32
H 3.99808 12.33885 -18.99184 -0.11 -0.11 -0.30 0.29
H 3.12294 12.46860 -17.48885 0.05 -0.19 0.19 0.37
H 5.76711 11.50995 -18.00440 0.43 -0.98 0.17 0.27
H 3.67304 9.85781 -17.97905 -0.50 0.61 -0.26 0.33
H 3.87809 10.07851 -16.24725 0.14 -0.20 0.08 0.40
H 4.95381 8.06165 -16.96514 -0.47 -0.78 -1.37 0.47
H 6.11915 9.11583 -16.59160 1.27 0.34 -0.54 0.35
H 7.84198 8.62645 -18.59625 0.06 -0.04 0.36 0.31
H 7.16515 8.30054 -20.15339 -0.63 0.37 -0.10 0.24
H 6.65218 7.29293 -18.80085 0.52 -0.36 -0.04 0.31
C 12.71594 4.50414 -14.64672 0.97 0.34 0.44 -0.68
O 13.89006 3.73472 -14.78001 0.93 -0.88 0.80 -0.35
C 15.14602 4.42660 -14.80837 -1.00 0.90 -1.97 -0.24
C 16.34054 3.54130 -14.87066 0.11 -1.98 0.74 -0.87
N 17.61782 4.22652 -14.77570 0.52 -0.11 -1.95 -0.06
C 18.01717 4.82674 -16.11788 0.11 0.67 1.66 -0.50
C 19.33673 5.63980 -16.02664 -0.50 -1.97 -0.11 -0.63
O 19.16726 6.90025 -15.53574 1.27 3.04 0.75 -0.33
C 20.46233 7.65984 -15.49827 -1.71 -0.76 -0.32 -0.75
H 11.84404 3.85026 -14.66460 0.21 -0.04 -0.27 0.23
H 12.69338 5.26382 -15.42805 -0.36 0.12 -0.14 0.28
H 12.74702 4.99104 -13.67200 -0.25 0.31 0.11 0.29
H 15.38892 5.20933 -14.08973 -0.91 -0.03 0.80 0.35
H 15.11686 4.93374 -15.77277 0.09 0.65 -0.20 0.22
H 16.30174 2.87569 -15.73296 0.19 0.40 -0.50 0.36
H 16.26460 2.78588 -14.08856 0.09 0.16 0.60 0.33
H 17.57172 4.94553 -14.06789 0.11 0.20 0.00 0.01
H 17.18237 5.44544 -16.44713 0.21 0.36 -0.44 0.31
H 18.18837 4.06809 -16.88158 -0.16 -0.40 0.39 0.39
H 19.78700 5.63624 -17.01929 0.19 0.14 -0.28 0.42
H 19.99200 5.10380 -15.34004 0.31 -0.51 -0.09 0.33
H 21.19407 7.20187 -14.83274 -0.13 -0.28 0.02 0.30
H 20.27393 8.67978 -15.16310 -0.35 -0.23 0.06 0.24
H 20.85774 7.71386 -16.51258 0.09 -0.13 -0.05 0.34
C 20.20161 -0.52344 -13.41758 -0.98 0.52 0.01 -0.75
O 19.84294 0.03746 -12.14938 -0.63 -0.50 -0.96 -0.30
C 20.82707 0.62791 -11.36061 -0.36 -0.21 0.95 -0.54
C 20.15273 1.34624 -10.11863 1.35 0.02 -0.86 -0.66
N 20.15870 2.78580 -10.35462 0.65 0.28 1.12 -0.36
C 19.23230 3.50066 -9.47704 0.72 0.68 -1.20 -0.56
C 19.31288 5.00456 -9.76381 -1.11 0.00 -1.30 -0.72
O 18.60610 5.23748 -11.00551 0.47 0.33 0.55 -0.22
C 18.54139 6.62552 -11.39141 -0.54 -2.41 -1.47 -0.65
H 19.26951 -0.47468 -13.98053 0.00 -0.06 -0.11 0.25
H 20.48894 -1.57481 -13.42997 0.30 -0.07 0.63 0.28
H 20.92270 0.04659 -14.00342 0.30 0.29 0.35 0.31
H 21.41103 1.33783 -11.94637 -0.06 0.50 0.05 0.36
H 21.54478 -0.14291 -11.07984 0.12 -0.12 0.56 0.39
H 20.71238 1.11057 -9.21345 0.94 0.35 -0.04 0.29
H 19.20904 0.97092 -9.72278 -0.84 -0.33 -1.25 0.41
H 20.03574 3.10836 -11.30380 -0.26 -0.56 -0.15 0.27
H 19.49514 3.36148 -8.42840 -0.20 -0.41 0.02 0.31
H 18.26598 3.10544 -9.79032 -0.73 0.39 0.95 0.40
H 20.33426 5.34700 -9.93003 0.27 -0.12 0.47 0.34
H 18.79066 5.62911 -9.03902 0.25 -0.16 0.58 0.43
H 17.92944 7.20746 -10.70223 0.57 0.35 0.08 0.34
H 18.01141 6.47691 -12.33223 -0.56 0.70 -0.03 0.08
H 19.49833 6.96720 -11.78590 0.32 0.59 0.99 0.30
C 27.40272 2.01660 -14.10940 0.80 0.14 -1.27 -0.70
O 28.09229 2.73248 -15.15041 1.88 0.47 1.49 -0.36
C 27.31587 3.28595 -16.17828 -1.14 0.20 1.06 -0.19
C 27.96807 4.50613 -16.85571 0.47 1.30 0.85 -0.79
N 27.26253 5.12930 -17.99566 0.90 -1.39 -0.88 -0.31
C 27.19501 4.27593 -19.15450 -3.12 -0.97 -1.62 -0.57
C 26.47575 5.07154 -20.31345 1.17 1.53 1.69 -0.72
O 27.46406 6.12773 -20.57153 0.78 -1.32 -0.58 -0.33
C 27.15933 6.92864 -21.67402 -1.35 0.40 -0.13 -0.74
H 26.95478 1.16311 -14.61831 -0.56 -0.19 0.49 0.31
H 26.70921 2.61585 -13.51944 -0.35 0.19 -0.39 0.30
H 28.15295 1.65938 -13.40396 0.14 -0.01 -0.26 0.24
H 26.46872 3.69120 -15.62492 -0.90 -0.10 -0.70 0.21
H 27.06057 2.39583 -16.75326 -0.48 0.56 -1.01 0.28
H 29.04993 4.37524 -16.87920 0.29 -0.60 -1.08 0.42
H 27.95145 5.36007 -16.17850 -0.28 -0.35 0.86 0.33
H 27.78834 5.86426 -18.44674 0.45 0.95 1.19 0.27
H 26.55045 3.43471 -18.89955 -0.18 -0.23 -0.08 0.43
H 28.08079 3.80531 -19.58112 0.65 0.43 0.21 0.27
H 25.61672 5.66148 -19.99385 -0.34 -0.37 0.81 0.34
H 26.04774 4.51888 -21.14980 1.08 -0.31 -0.52 0.49
H 27.93377 7.51332 -22.17049 0.87 -0.69 0.48 0.24
H 26.48878 7.71394 -21.32508 -0.65 0.06 -0.23 0.30
H 26.67661 6.29337 -22.41666 -0.15 0.31 -0.36 0.28
C 24.23003 21.95390 -23.43444 0.85 0.74 -0.87 -0.73
O 24.87423 21.04592 -22.63049 -1.68 1.94 3.93 -0.39
C 25.40008 19.92799 -23.09054 0.73 -2.59 -2.33 -0.41
C 24.34797 18.93481 -23.67236 0.41 -0.36 -0.70 -0.63
N 24.59658 17.48122 -23.52643 0.17 0.84 -0.43 -0.46
C 24.98644 17.08369 -22.21502 -1.50 0.56 1.20 -0.84
C 23.86582 17.47207 -21.15893 0.31 -1.11 -0.42 -0.43
O 22.59476 16.83103 -21.56233 1.61 0.03 -0.19 -0.32
C 21.80274 16.19968 -20.58770 -0.31 0.85 0.99 -0.78
H 23.98945 22.82918 -22.83102 -0.29 -0.23 0.07 0.26
H 23.36100 21.58939 -23.98218 -0.11 -0.15 0.09 0.30
H 25.00541 22.28721 -24.12422 -0.21 0.33 -0.80 0.32
H 26.05830 19.49694 -22.33619 -0.18 0.03 0.07 0.29
H 26.00623 20.20182 -23.95409 0.77 -0.24 -0.25 0.39
H 24.41197 19.09912 -24.74800 -0.48 0.07 -0.11 0.39
H 23.34114 19.20832 -23.35678 -0.07 0.17 0.34 0.36
H 23.70133 17.02190 -23.61391 -0.22 -0.03 -0.67 0.33
H 25.92015 17.55521 -21.90851 0.06 -0.26 0.05 0.36
H 25.08484 15.99995 -22.27762 0.18 -0.04 0.56 0.39
H 23.70615 18.54486 -21.05059 -0.08 0.13 -0.49 0.33
H 24.30591 17.19505 -20.20097 -0.72 -0.69 0.42 0.42
H 21.37213 16.97599 -19.95523 -0.05 0.09 0.42 0.31
H 22.31265 15.49531 -19.93047 0.43 -0.08 -0.17 0.31
H 20.92664 15.69102 -20.98998 0.36 -0.02 -0.72 0.25
C 22.64515 -4.21988 -21.70094 -0.18 1.03 -0.40 -0.78
O 22.59647 -5.56468 -21.27305 0.16 0.74 0.08 -0.29
C 22.74473 -6.40905 -22.39251 -0.45 -0.85 -0.18 -0.50
C 22.77756 -7.88091 -21.97525 0.71 0.74 0.54 -0.54
N 23.51329 -8.75669 -22.88112 -0.61 -0.28 0.38 -0.33
C 23.08377 -10.10789 -22.55181 0.83 -1.67 -2.03 -0.62
C 23.64122 -11.13888 -23.64979 -0.97 0.56 0.39 -0.69
O 25.01457 -11.45141 -23.44982 0.16 0.64 0.41 -0.29
C 25.62476 -12.62977 -23.98955 -1.64 0.30 0.32 -0.68
H 23.51946 -3.97251 -22.30302 0.46 -0.39 0.02 0.31
H 22.60842 -3.45269 -20.92752 0.19 -0.74 0.77 0.30
H 21.81906 -3.89473 -22.33336 -0.52 -0.63 -0.29 0.32
H 23.64346 -6.14588 -22.95030 0.09 0.02 -0.17 0.35
H 21.85543 -6.33109 -23.01793 0.09 0.49 -0.50 0.25
H 21.75785 -8.26145 -21.91625 0.03 0.13 0.17 0.29
H 23.23623 -7.92088 -20.98726 -0.23 -0.01 0.45 0.33
H 24.50303 -8.71581 -22.68402 0.22 0.30 -0.08 0.24
H 21.99389 -10.10336 -22.56762 -0.05 -0.29 -0.44 0.46
H 23.32589 -10.47892 -21.55591 0.47 0.12 0.27 0.35
H 23.41851 -10.71072 -24.62712 0.66 0.65 -0.24 0.34
H 22.95613 -11.98329 -23.72543 0.32 -0.85 0.81 0.40
H 25.77095 -12.57299 -25.06821 0.19 0.16 -0.07 0.26
H 24.92727 -13.44271 -23.78767 0.14 -0.45 -0.09 0.31
H 26.55524 -12.81845 -23.45412 -0.07 0.26 -0.12 0.23
C 12.92358 5.44791 -6.75080 1.01 -1.04 0.02 -0.75
O 12.66490 6.49394 -5.86073 -2.04 -0.93 -0.68 -0.31
C 13.54374 7.57219 -5.88187 0.94 -1.81 -0.43 -0.43
C 12.88183 8.76419 -5.33852 1.58 -0.56 1.76 -0.49
N 14.01071 9.61488 -4.83017 -2.49 2.66 -0.97 -0.34
C 13.35391 10.86184 -4.34286 1.63 0.04 0.93 -0.67
C 14.33030 11.98517 -3.87927 0.19 0.03 -0.94 -0.55
O 15.07949 11.80641 -2.67674 -0.92 -0.74 1.25 -0.35
C 15.82145 12.92493 -2.20574 -0.01 0.90 -1.88 -0.76
H 13.71394 4.77412 -6.41997 0.75 0.24 0.56 0.31
H 13.27861 5.75595 -7.73426 -0.47 0.38 -0.24 0.31
H 12.13793 4.69527 -6.81700 -0.78 0.82 -0.10 0.27
H 13.90634 7.76773 -6.89102 0.27 -0.06 -0.14 0.31
H 14.34458 7.20099 -5.24235 0.77 0.76 0.00 0.26
H 12.24362 8.40800 -4.52987 -0.29 0.21 0.23 0.32
H 12.23355 9.16788 -6.11625 0.40 0.87 0.19 0.26
H 14.61779 9.30648 -4.08422 -0.46 -1.00 -0.03 0.25
H 12.65395 10.68181 -3.52692 -0.05 -0.32 0.46 0.35
H 12.69801 11.28148 -5.10562 0.45 0.09 -0.40 0.40
H 13.67131 12.85339 -3.88403 0.22 0.50 0.56 0.35
H 15.10663 12.14533 -4.62744 -0.26 0.03 -0.63 0.37
H 15.61518 13.75551 -2.88079 -0.02 0.30 -0.18 0.33
H 16.89358 12.77055 -2.32748 0.06 -0.42 0.27 0.28
H 15.62228 13.36816 -1.23005 -0.48 -0.96 0.36 0.28
```
Positions in Å, forces in eV/Å.

Results
- Charge: 0
- Highest occupied orbital energy: -8.28 eV
- HOMO-LUMO gap: 8.848 eV
- Relative energy (zero: lowest compared OMol25 entry of this formula, charge and spin): 1292.5 kJ/mol